(1)
C51H52BrF5IN2P2SSeTc | the ωB97M-V functional and the def2-TZVPD basis

Output
* total charge: +1
* ⟨S²⟩: 3.809
* lowest unoccupied orbital energy (alpha / beta): -3.643 / -4.869 eV
* multiplicity: 4
* Kohn-Sham gap (alpha / beta): 5.932 / 4.503 eV

```
117
Properties=species:S:1:pos:R:3:lowdin_charge:R:1
Tc -0.6589 -0.2005 0.1065 1.095
C 0.3462 2.7324 3.6958 -0.127
C -0.4070 2.9640 2.3789 -0.476
C 0.5355 3.5795 1.3415 -0.113
P -1.2619 1.5117 1.5770 1.063
C -2.2967 0.6758 2.8968 -0.370
C -3.0523 -0.5594 2.3289 -0.275
C -1.4265 0.2559 4.0976 -0.089
C -2.1341 2.5000 0.3129 -0.326
C -3.0675 3.4955 0.5932 -0.053
C -3.4751 4.4037 -0.3713 -0.267
C -4.5462 5.4279 -0.0972 -0.044
C -2.8119 4.3660 -1.5999 -0.018
C -1.8805 3.3875 -1.8994 -0.016
C -1.5961 2.3670 -0.9836 -0.315
N -0.7909 1.2590 -1.2454 -0.171
C -0.4599 0.7644 -2.5268 -0.316
C -1.2522 0.9198 -3.6684 -0.041
C -0.8925 0.3202 -4.8644 -0.017
C 0.2474 -0.4716 -4.9654 -0.264
C 0.6600 -1.1123 -6.2664 -0.037
C 1.0208 -0.6393 -3.8246 -0.058
C 0.6913 -0.0482 -2.6107 -0.310
P 1.8085 -0.0875 -1.1294 1.043
C 2.9333 1.2477 -1.8656 -0.507
C 2.4340 2.6384 -1.4713 -0.113
C 4.4329 1.1422 -1.5860 -0.118
C 2.8312 -1.6172 -1.4047 -0.545
C 3.9382 -1.8025 -0.3519 -0.125
C 1.9417 -2.8576 -1.4188 -0.144
H 1.0407 3.5593 3.8541 0.085
H 0.9300 1.8130 3.6864 -0.005
H -0.3274 2.7127 4.5488 0.067
H -1.2344 3.6562 2.5547 0.109
H 1.3146 2.8649 1.0793 -0.002
H 1.0107 4.4673 1.7616 0.096
H 0.0180 3.8764 0.4298 0.074
H -3.0516 1.3932 3.2310 0.126
H -2.7374 -2.4197 1.3122 0.057
H -3.8950 0.8906 0.9978 0.165
H -3.8207 -0.8297 3.0557 0.137
H -0.4092 -0.0009 3.8003 0.067
H -1.8637 -0.6233 4.5672 0.058
H -1.3825 1.0299 4.8560 0.073
H -3.4905 3.5697 1.5929 0.118
H -4.8658 5.4019 0.9441 0.076
H -5.4229 5.2481 -0.7237 0.086
H -4.1919 6.4350 -0.3269 0.085
H -3.0387 5.1244 -2.3426 0.124
H -1.3558 3.4184 -2.8460 0.115
H -2.1720 1.4868 -3.6062 0.111
H -1.5105 0.4826 -5.7418 0.121
H -0.1010 -0.9814 -7.0348 0.081
H 0.8411 -2.1794 -6.1365 0.075
H 1.5890 -0.6653 -6.6309 0.087
H 1.9128 -1.2516 -3.9062 0.119
H 2.7852 1.1167 -2.9364 0.103
H 2.5986 2.8105 -0.4078 0.031
H 1.3706 2.7722 -1.6851 0.061
H 2.9869 3.4036 -2.0232 0.090
H 4.6683 1.3465 -0.5403 0.020
H 4.9417 1.8963 -2.1923 0.089
H 4.8447 0.1715 -1.8618 0.066
H 3.2955 -1.4931 -2.3848 0.097
H 3.5651 -2.3750 0.4956 0.052
H 4.3471 -0.8666 0.0235 0.010
H 4.7591 -2.3713 -0.7921 0.093
H 1.3697 -2.9379 -0.4949 0.022
H 2.5597 -3.7569 -1.5085 0.097
H 1.2419 -2.8539 -2.2473 0.022
S -2.1765 -3.0098 3.5167 1.096
C -0.4520 -3.0747 3.4490 -0.446
C 0.3930 -3.8027 4.2757 -0.069
C 1.7595 -3.7122 4.0689 -0.051
C 2.2812 -2.8806 3.0583 -0.085
C 1.4551 -2.1601 2.2393 -0.058
C 0.0591 -2.2563 2.4043 -0.312
N -0.8514 -1.6141 1.6501 -0.120
C -2.2088 -1.8570 2.0923 -0.552
C -3.7001 -0.1992 0.9847 -0.298
C -5.0522 -0.7717 0.7518 0.007
C -5.4986 -0.9505 -0.4969 -0.044
C -4.6011 -0.7266 -1.5941 -0.010
C -3.2660 -0.5093 -1.4048 -0.145
C -2.7061 -0.3467 -0.1214 -0.202
H -0.0168 -4.4276 5.0593 0.118
H 2.4319 -4.2804 4.6990 0.117
H 3.3555 -2.8142 2.9301 0.114
H 1.8496 -1.5040 1.4757 0.025
H -5.6865 -0.9574 1.6126 0.128
H -6.5060 -1.2930 -0.6946 0.122
H -4.9815 -0.8249 -2.6051 0.127
H -2.6230 -0.5182 -2.2746 0.081
F -4.1185 -3.7915 -6.4551 0.144
C -3.5568 -3.6452 -5.2632 -0.139
C -4.3395 -3.5926 -4.1276 -0.147
F -5.6686 -3.6510 -4.2368 0.125
C -3.7430 -3.4737 -2.8897 -0.269
F -4.5445 -3.4843 -1.8193 0.070
C -2.3611 -3.3553 -2.7323 -0.496
Se -1.5906 -3.1730 -1.0136 0.838
C -1.6046 -3.4115 -3.9022 -0.246
F -0.2760 -3.3271 -3.8517 0.077
C -2.1831 -3.5565 -5.1482 -0.140
F -1.4249 -3.6060 -6.2436 0.125
Br 3.0007 -0.2461 5.4621 0.744
C 4.7541 0.1101 4.8434 -0.724
C 5.8089 -0.1346 5.7117 -0.128
C 7.1089 0.1414 5.3194 -0.068
C 7.3626 0.6338 4.0476 -0.072
C 6.3125 0.8774 3.1755 -0.151
C 5.0046 0.6285 3.5739 -0.706
I 3.4591 1.1004 2.2505 1.092
H 5.6020 -0.5386 6.6942 0.103
H 7.9233 -0.0207 6.0136 0.113
H 8.3785 0.8319 3.7298 0.112
H 6.5069 1.2712 2.1862 0.095
```

=====

(2)
C51H52Cl3GeKN3O4 | the ωB97M-V functional and the def2-TZVPD basis

Output
* total charge: -2
* ⟨S²⟩: 0.753
* lowest unoccupied orbital energy (alpha / beta): 3.985 / 3.763 eV
* multiplicity: 2
* Kohn-Sham gap (alpha / beta): 6.549 / 6.880 eV

```
115
Properties=species:S:1:pos:R:3:lowdin_charge:R:1
K 2.2619 -1.9246 -0.2703 0.839
C -2.6106 -2.0765 -4.9282 -0.063
C -2.1192 -0.7943 -4.2536 -0.362
C -3.1267 0.3373 -4.4734 -0.073
C -0.7233 -0.4228 -4.7233 -0.149
C -0.5697 0.1335 -5.9884 -0.062
C 0.6702 0.5393 -6.4554 -0.114
C 1.7715 0.3876 -5.6290 -0.058
C 1.6638 -0.1723 -4.3606 -0.138
C 2.9222 -0.3136 -3.5271 -0.341
C 3.2398 -1.7920 -3.2698 -0.056
C 2.8662 0.5272 -2.2425 -0.070
C 0.4041 -0.5952 -3.8918 -0.185
N 0.2212 -1.0614 -2.5711 0.106
C -0.1198 -2.3316 -2.4716 -0.552
O -0.1182 -3.2038 -3.3661 -0.027
C -0.6216 -2.8084 -1.0999 -0.193
C -1.5265 -3.8648 -1.1248 -0.015
C -1.9875 -4.3792 0.0704 -0.061
C -1.5143 -3.8465 1.2553 -0.016
C -0.6328 -2.7717 1.2060 -0.199
N -0.1977 -2.2531 0.0468 0.040
C -0.2314 -2.1733 2.5626 -0.524
O -0.3519 -2.9436 3.5429 -0.051
N 0.1324 -0.9113 2.5329 0.125
C 0.2488 -0.2693 3.7898 -0.170
C -0.9156 0.2419 4.4021 -0.125
C -0.8103 1.0179 5.5497 -0.053
C 0.4183 1.2921 6.1281 -0.112
C 1.5529 0.7470 5.5552 -0.074
C 1.4946 -0.0398 4.4066 -0.145
C 2.7907 -0.7118 3.9884 -0.353
C 3.1651 -0.6413 2.5150 -0.075
C 2.7935 -2.1753 4.4553 -0.042
C -2.2900 -0.1032 3.8607 -0.359
C -2.8710 -1.3195 4.5892 -0.055
C -3.2925 1.0485 3.9244 -0.070
H -3.5965 -2.3569 -4.5467 0.072
H -1.9138 -2.8934 -4.7485 0.062
H -2.7006 -1.9214 -6.0083 0.071
H -2.0611 -0.9729 -3.1773 0.121
H -3.3384 0.4809 -5.5365 0.064
H -2.7667 1.2851 -4.0704 0.065
H -4.0692 0.1023 -3.9742 0.070
H -1.4438 0.2558 -6.6182 0.098
H 0.7751 0.9738 -7.4427 0.084
H 2.7515 0.7079 -5.9686 0.099
H 3.7437 0.0878 -4.1322 0.122
H 2.3911 -2.2854 -2.7998 0.039
H 4.1233 -1.8929 -2.6381 0.067
H 3.4186 -2.3178 -4.2089 0.087
H 1.9858 0.2481 -1.6617 0.011
H 2.7633 1.5880 -2.4785 0.081
H 3.7648 0.3813 -1.6426 0.068
H -1.8183 -4.2588 -2.0874 0.108
H -2.6944 -5.2017 0.0793 0.097
H -1.7962 -4.2193 2.2285 0.107
H -1.7106 1.4198 5.9983 0.097
H 0.4878 1.9135 7.0129 0.086
H 2.5237 0.9189 6.0102 0.100
H 3.5833 -0.1937 4.5429 0.119
H 2.3949 -1.1394 1.9384 0.011
H 4.1187 -1.1449 2.3618 0.073
H 3.2644 0.3787 2.1403 0.081
H 1.9261 -2.7113 4.0681 0.065
H 2.7477 -2.2310 5.5454 0.077
H 3.7020 -2.6817 4.1203 0.074
H -2.1510 -0.3661 2.8116 0.099
H -3.0338 -1.0686 5.6426 0.075
H -2.1961 -2.1717 4.5300 0.059
H -3.8371 -1.5980 4.1578 0.071
H -3.5576 1.2933 4.9564 0.064
H -4.2152 0.7608 3.4140 0.072
H -2.9108 1.9512 3.4516 0.052
Cl 7.3608 -1.2890 0.6613 0.554
C 6.4916 -2.8167 0.3993 -1.474
Cl 6.8071 -3.8897 1.7823 0.554
Cl 7.1324 -3.5886 -1.0918 0.543
C 4.9338 -2.5986 0.1811 -0.907
O 4.2449 -3.5929 0.4283 -0.086
O 4.6089 -1.4792 -0.2408 -0.188
C 0.4922 4.5881 -3.3957 -0.110
C 0.7711 4.8743 -2.0659 -0.106
C 0.5372 3.9250 -1.0765 -0.103
C 0.0224 2.6689 -1.4016 -0.310
C -0.2496 2.4014 -2.7422 -0.125
C -0.0225 3.3432 -3.7353 -0.078
Ge -0.4168 1.3165 -0.0407 1.139
C -0.3304 2.4042 1.5939 -0.322
C -1.3764 3.2658 1.9155 -0.132
C -1.2557 4.1805 2.9555 -0.107
C -0.0853 4.2425 3.6968 -0.103
C 0.9632 3.3836 3.3948 -0.090
C 0.8385 2.4784 2.3504 -0.115
C -2.3096 0.9012 -0.3485 -0.289
C -2.8986 -0.2426 0.1943 -0.105
C -4.2530 -0.4984 0.0346 -0.083
C -5.0515 0.3914 -0.6731 -0.110
C -4.4828 1.5314 -1.2202 -0.111
C -3.1236 1.7807 -1.0641 -0.124
H 0.6768 5.3308 -4.1632 0.088
H 1.1753 5.8418 -1.7903 0.090
H 0.7704 4.1732 -0.0475 0.091
H -0.6476 1.4357 -3.0201 0.074
H -0.2363 3.0882 -4.7662 0.097
H -2.3015 3.2300 1.3490 0.096
H -2.0860 4.8368 3.1929 0.093
H 0.0036 4.9423 4.5188 0.091
H 1.8703 3.4003 3.9862 0.100
H 1.6580 1.8041 2.1375 0.083
H -2.2931 -0.9507 0.7436 0.071
H -4.6794 -1.3978 0.4613 0.099
H -6.1087 0.1930 -0.8025 0.090
H -5.0929 2.2274 -1.7846 0.094
H -2.6982 2.6715 -1.5113 0.095
```